# C51H81AsGeMgN10O2

C51H81AsGeMgN10O2 as an isolated structure in a non-equilibrium geometry (ωB97M-V with the def2-TZVPD basis set, the Open Molecules 2025 dataset).

Each line ends with the Mulliken charge.
Geometry (Å):
Mg  -1.23688  -0.09380  0.37468  5.014
C  2.77701  2.52886  2.90868  -1.385
N  1.44220  3.01818  2.57708  0.023
C  1.33379  4.45063  2.81579  -1.307
C  0.78577  2.37599  1.43663  -1.707
N  0.83735  0.91620  1.71948  1.619
C  0.66088  0.40172  3.06706  -0.325
C  -0.75275  -0.10754  3.39785  -2.500
N  -1.39652  -1.03985  2.45202  1.073
C  -0.79254  -2.37243  2.52727  -0.825
C  -1.22988  -3.27548  1.38126  -1.006
N  -0.82530  -2.75469  0.09013  0.602
C  -0.44154  -3.59625  -0.80672  -0.852
N  0.14834  -3.19891  -1.97824  1.365
C  0.15052  -4.04909  -3.15255  -1.408
C  0.52406  -1.82059  -2.20999  -0.075
N  -0.54832  -4.98132  -0.65587  0.857
C  -1.82144  -5.60947  -0.40105  -1.050
C  0.55752  -5.87453  -0.91106  -0.818
C  -2.82731  -1.11797  2.81139  -1.781
C  -3.64508  -0.10204  2.03018  -0.678
N  -3.63047  -0.56527  0.65120  -0.134
C  -4.62707  -0.34696  -0.11878  0.243
N  -5.58118  0.64908  0.05595  0.489
C  -6.98696  0.31498  0.15316  -1.205
C  -5.19055  1.91157  0.65442  -1.127
N  -4.84787  -1.17614  -1.20017  0.242
C  -5.47074  -0.70574  -2.42189  -1.131
C  -4.01211  -2.36178  -1.31068  -0.901
N  1.57327  2.60809  0.20481  1.651
C  2.32577  3.84261  0.08165  -1.157
C  1.01598  2.30364  -1.10493  -2.106
H  3.57592  3.14600  2.48093  0.691
H  2.91629  1.51808  2.54485  0.363
H  2.90609  2.53279  3.99708  0.317
H  0.66544  4.66735  3.65678  0.254
H  0.99200  5.00074  1.94691  0.378
H  2.31397  4.85463  3.07493  0.546
H  0.86801  1.17617  3.80467  1.020
H  1.39018  -0.39876  3.22905  -0.351
H  -1.40897  0.75406  3.45763  0.581
H  -0.70817  -0.57231  4.39691  0.685
H  -1.04428  -2.86565  3.47937  0.387
H  0.29193  -2.26785  2.50298  -0.606
H  -2.32234  -3.37138  1.39667  0.063
H  -0.81139  -4.27088  1.57610  0.719
H  1.10804  -4.56083  -3.28997  0.280
H  -0.02239  -3.43204  -4.03617  0.368
H  -0.64128  -4.79525  -3.09648  0.372
H  0.59496  -1.28174  -1.26767  -0.767
H  -0.23219  -1.32049  -2.81887  -1.680
H  1.48420  -1.78387  -2.72775  0.862
H  -2.59978  -4.85348  -0.31826  0.194
H  -1.80358  -6.19911  0.52250  0.286
H  -2.08548  -6.28614  -1.22429  0.368
H  1.47369  -5.30432  -1.05592  -0.088
H  0.38908  -6.50911  -1.79090  0.321
H  0.70279  -6.53576  -0.05015  0.367
H  -2.96772  -0.98456  3.89194  0.486
H  -3.20789  -2.10511  2.55085  0.403
H  -3.16107  0.87277  2.10481  -0.176
H  -4.66048  -0.04412  2.44127  0.675
H  -7.16581  -0.67916  -0.25047  0.397
H  -7.59442  1.03674  -0.40176  0.320
H  -7.32470  0.32819  1.19671  0.302
H  -4.10958  2.03548  0.58544  0.299
H  -5.48763  1.98967  1.70656  0.314
H  -5.67387  2.72857  0.11003  0.364
H  -5.88796  0.28443  -2.26438  0.459
H  -6.27802  -1.37817  -2.72401  0.285
H  -4.74838  -0.64816  -3.24299  0.201
H  -4.12477  -2.96364  -0.40666  0.468
H  -2.95303  -2.11138  -1.40501  -0.206
H  -4.35076  -2.94912  -2.16527  0.473
H  2.94122  4.04765  0.95112  0.293
H  1.69275  4.72112  -0.12735  0.134
H  3.00461  3.72236  -0.76526  0.389
H  0.29177  1.50530  -1.03423  0.015
H  1.84530  1.96704  -1.73882  0.480
H  0.55895  3.18608  -1.57287  0.892
C  0.89616  -0.05574  0.70184  -1.668
Ge  3.06351  -0.44552  0.27249  2.354
C  4.27360  1.02386  -0.37374  0.419
C  4.13867  1.32740  -1.73043  -0.338
C  4.92433  2.28773  -2.34741  -0.855
C  5.87245  2.98497  -1.60993  -0.717
C  6.02473  2.70020  -0.26175  -0.919
C  5.23510  1.72872  0.34320  -0.022
C  3.64725  -1.16409  2.08568  0.651
C  4.47861  -0.59055  3.04571  -0.018
C  4.71930  -1.20817  4.26822  -1.099
C  4.12630  -2.42389  4.56822  -0.745
C  3.29402  -3.01977  3.62907  -0.454
C  3.06546  -2.39261  2.41498  0.062
C  3.95338  -1.97061  -0.76021  1.021
C  3.34151  -3.21285  -0.93247  0.464
C  3.98780  -4.26443  -1.56872  -0.778
C  5.27789  -4.09735  -2.04998  -0.797
C  5.91319  -2.87593  -1.87833  -0.919
C  5.25518  -1.83065  -1.24280  -0.905
H  0.90446  -1.01864  1.22389  -0.737
H  3.40604  0.77980  -2.31802  0.294
H  4.80460  2.49595  -3.40452  0.379
H  6.48545  3.74077  -2.08504  0.330
H  6.76595  3.23066  0.32466  0.433
H  5.39193  1.52269  1.39269  0.112
H  4.95143  0.36519  2.86251  0.150
H  5.37328  -0.73510  4.99169  0.461
H  4.31202  -2.90172  5.52224  0.358
H  2.82428  -3.97280  3.84548  0.430
H  2.40619  -2.87303  1.69541  -0.152
H  2.33612  -3.36911  -0.55423  -0.607
H  3.49298  -5.22252  -1.69262  0.349
H  5.78425  -4.91500  -2.54852  0.382
H  6.92656  -2.73770  -2.23636  0.433
H  5.77460  -0.88945  -1.11312  0.295
C  -1.33748  3.18316  2.76063  -1.784
C  -0.82666  2.75774  1.34911  1.222
O  -1.49516  1.62407  0.95490  -0.771
C  -1.23244  3.92186  0.39742  0.575
C  -1.04719  5.27741  0.67075  -0.157
C  -1.55662  6.27452  -0.15064  -1.260
C  -2.30335  5.95039  -1.26906  -1.078
C  -2.53285  4.60971  -1.54143  -0.717
C  -2.00463  3.61975  -0.72743  0.716
H  -0.78444  2.68549  3.55317  0.411
H  -2.39207  2.90721  2.81728  0.122
H  -1.26899  4.25278  2.93772  0.680
H  -0.51368  5.59593  1.55251  0.425
H  -1.38142  7.31228  0.10654  0.455
H  -2.70860  6.72407  -1.90892  0.387
H  -3.14652  4.33733  -2.39267  0.414
H  -2.19391  2.57385  -0.93393  -0.436
C  -2.05625  -1.07398  -4.39723  -1.321
As  -1.78114  0.44205  -3.19763  0.922
C  -3.22581  1.69570  -3.52632  -1.265
C  -0.23317  1.32637  -3.95245  -0.988
O  -1.70727  -0.00927  -1.63338  -0.430
H  -2.59879  -0.75230  -5.28533  0.460
H  -2.60851  -1.85838  -3.88671  0.301
H  -1.08234  -1.45911  -4.69603  0.411
H  -3.63933  1.55715  -4.52378  0.538
H  -2.81121  2.69829  -3.44061  0.325
H  -3.99881  1.55906  -2.77170  0.216
H  -0.51643  1.70781  -4.93377  0.571
H  0.59818  0.63174  -4.05307  0.344
H  0.05906  2.15208  -3.30712  0.170

Cartesian forces (eV/Å) of the 3 atoms listed first:
-0.11 -1.32 -0.88
-0.16 0.06 0.07
0.38 -0.02 -0.24

Output
gap between HOMO and LUMO	5.505	eV
charge	0
F_max	1.88	eV/A
LUMO	0.2	eV